Computed, not measured: a molecular structure, C9H8ClN3Zr at a distorted geometry, with wB97M-V/def2-TZVPD.

Structure (XYZ):
```
22
Properties=species:S:1:pos:R:3:forces:R:3:lowdin_charge:R:1
N -0.1811 2.8570 -1.4685 0.925 -3.860 0.861 0.172
C 0.3133 1.5946 -2.2026 -0.616 -0.002 -0.434 -0.132
C -0.0097 0.2624 -1.2500 0.240 -0.392 0.167 0.070
C -0.9220 -0.9142 -1.9444 0.142 -1.332 3.577 0.175
C -1.3159 -2.2712 -1.0974 1.316 3.404 0.709 -0.159
C -0.7687 -2.3670 0.4526 -0.653 1.200 -0.557 -0.656
Cl -1.2220 -3.8838 1.4813 -0.146 3.174 -2.081 0.809
C 0.1421 -1.1872 1.2026 -0.293 0.183 0.038 -0.140
N 0.5123 -1.4375 2.6369 1.740 5.998 -3.190 0.125
C 1.2983 -0.2623 3.1481 -1.103 -1.511 -1.592 0.135
C 1.7344 1.0513 2.2927 -1.544 -1.111 -2.784 0.146
N 1.3491 1.2624 0.8558 -1.580 -4.782 4.081 0.129
C 0.5200 0.1278 0.3242 0.005 0.337 0.210 -0.058
H 0.5657 3.1672 -0.8070 -0.769 0.383 -0.574 0.124
H -1.0334 2.5424 -0.9427 0.650 1.278 -0.559 0.110
H 1.4432 1.6787 -2.5068 -1.941 -0.248 0.760 0.194
H -0.3100 1.5630 -3.2191 1.259 -0.408 2.066 0.185
H -1.3047 -0.7874 -3.0440 0.626 -0.209 2.032 0.182
H -1.9721 -3.0976 -1.6123 1.663 1.077 0.807 0.170
H 1.6464 -0.3059 4.2868 -0.837 -0.066 -2.504 0.195
H 2.3623 1.8938 2.8483 -1.301 -1.756 -1.398 0.196
Zr -2.8478 -1.4864 0.5654 2.220 -1.359 0.366 2.027
```
Positions in Å, forces in eV/Å.

Values from the calculation:
LUMO energy ... -0.7111 Eh
Charge ... +4
Kohn-Sham gap ... 4.218 eV